1.
97
Properties=species:S:1:pos:R:3:forces:R:3 method="wB97M-V/def2-TZVPD" total_energy_ha=-9262.07230 charge=+3 homo_energy_ha=-0.5423 largest_force_ev_per_a=0.3
Sc -0.40747 -0.72216 -0.46496 -0.23 -0.06 -0.19
C 0.21233 -3.84925 -0.26316 0.02 0.05 0.00
C 1.53024 -3.21531 -0.65935 -0.09 0.00 0.01
N 1.31404 -1.97185 -1.44869 0.13 0.01 -0.03
C 1.06648 -2.23616 -2.88350 -0.04 0.00 0.05
C -0.39846 -2.43149 -3.16135 0.05 0.00 -0.01
C -0.84433 -3.11152 -4.27785 0.00 -0.02 -0.03
C -2.21193 -3.23773 -4.47867 -0.01 -0.02 -0.02
C -3.08481 -2.68618 -3.55420 -0.03 -0.03 -0.02
C -2.56169 -2.01424 -2.46433 0.03 -0.01 0.02
C -3.45150 -1.35689 -1.44804 0.03 0.04 -0.01
N -2.72374 -1.04133 -0.19806 -0.13 0.00 0.07
C -2.89951 -2.08427 0.85168 -0.02 0.09 0.02
C -2.04296 -3.28602 0.54498 0.03 -0.05 -0.06
N -0.62561 -2.85716 0.45924 0.11 -0.09 0.04
N -1.24133 -1.88500 -2.27102 -0.02 0.03 0.01
H -0.34186 -4.17229 -1.14390 0.00 0.01 -0.01
H 0.39196 -4.73848 0.34382 0.01 -0.01 0.01
H 2.08806 -2.94856 0.23668 0.00 0.01 0.02
H 2.14215 -3.92694 -1.21699 0.00 -0.03 -0.02
H 2.17634 -1.43537 -1.39082 -0.01 -0.04 -0.01
H 1.42615 -1.37996 -3.45663 0.00 0.04 0.01
H 1.63572 -3.10170 -3.22721 0.02 -0.04 -0.01
H -0.13604 -3.54563 -4.97199 -0.02 0.00 0.02
H -2.59281 -3.77371 -5.33898 0.01 0.01 0.02
H -4.15701 -2.78144 -3.67134 0.03 0.00 -0.01
H -3.82628 -0.42468 -1.87590 -0.01 -0.01 0.02
H -4.32563 -1.97891 -1.24514 -0.02 -0.03 0.00
H -3.13765 -0.18926 0.16810 -0.01 -0.02 0.00
H -2.59225 -1.64997 1.80415 0.00 0.03 0.03
H -3.94913 -2.36828 0.94580 -0.03 -0.02 -0.01
H -2.18470 -4.06185 1.29835 0.00 -0.01 0.03
H -2.31937 -3.72134 -0.41594 0.00 -0.01 -0.01
H -0.26847 -2.79635 1.41353 0.01 -0.01 0.00
C 3.63404 -0.58953 0.55615 0.02 -0.03 0.03
As 1.86492 -0.30084 1.33367 0.09 -0.06 -0.09
C 1.90401 -1.57674 2.80986 0.00 -0.05 -0.01
C 2.27544 1.43290 2.14386 -0.08 0.05 -0.05
C 1.24473 2.12168 3.04159 -0.05 -0.03 -0.01
C 1.87102 3.42566 3.55641 -0.07 -0.02 0.02
C 0.01834 2.56083 2.22542 -0.02 -0.01 -0.01
As -1.23350 1.22953 1.53025 -0.09 0.06 0.07
C -2.46243 2.48347 0.67832 -0.01 -0.03 -0.03
C -2.35459 0.72805 3.04792 0.03 0.07 0.02
C 0.80208 1.20070 4.18937 0.00 0.11 0.00
As 1.93559 0.51511 5.70634 0.01 0.01 0.02
C 3.81849 0.74484 5.17743 -0.01 -0.04 0.00
C 1.82428 2.05479 6.90440 -0.04 -0.02 -0.03
H 4.38996 -0.41602 1.32066 0.00 0.01 0.03
H 3.79985 0.12359 -0.25139 0.01 0.00 -0.02
H 3.77216 -1.60487 0.18441 -0.01 0.03 0.00
H 2.62162 -1.25504 3.56162 0.01 0.00 -0.01
H 2.21669 -2.55443 2.44474 0.00 -0.03 -0.03
H 0.93094 -1.66209 3.29405 0.04 -0.03 -0.04
H 2.54129 2.07902 1.30176 -0.01 0.03 0.00
H 3.18729 1.25594 2.70686 0.13 -0.03 0.08
H 2.09915 4.10368 2.73038 -0.01 -0.03 0.02
H 2.79209 3.23762 4.09649 0.11 -0.03 0.08
H 1.18358 3.93710 4.23242 0.01 -0.01 -0.01
H 0.33671 3.13587 1.34966 0.00 -0.01 -0.01
H -0.59529 3.23036 2.83204 -0.05 0.00 0.01
H -2.72378 3.26274 1.39246 0.01 0.02 0.02
H -3.38682 1.99366 0.36932 0.00 0.00 -0.02
H -1.98899 2.93804 -0.18972 0.00 -0.01 0.00
H -2.49458 1.59699 3.68927 0.01 0.02 0.00
H -1.91054 -0.07168 3.63535 0.00 -0.01 0.00
H -3.33598 0.41630 2.69010 -0.01 -0.02 -0.02
H 0.36569 0.29417 3.75500 -0.01 0.05 0.01
H -0.02013 1.68212 4.72954 0.02 0.04 0.01
H 4.13785 0.00308 4.44484 0.00 0.01 -0.01
H 4.38635 0.54559 6.08691 -0.01 0.00 0.01
H 4.08639 1.74031 4.83381 -0.02 0.06 -0.02
H 0.78325 2.21443 7.18296 0.01 0.01 0.00
H 2.23604 2.96490 6.47529 0.01 0.02 -0.03
H 2.37746 1.80923 7.80975 0.01 0.00 0.00
C -3.52097 1.16765 -4.27692 0.01 -0.03 0.01
C -3.04878 2.05629 -3.13118 0.01 0.04 0.00
C -1.62856 2.57617 -3.31126 -0.03 0.00 -0.05
S -0.40748 1.25970 -3.26186 0.17 0.11 0.09
O -0.33600 0.84432 -1.75819 0.02 0.01 -0.02
C 1.07129 2.26629 -3.46808 0.01 -0.02 -0.02
C 2.33335 1.41357 -3.53644 -0.01 0.02 0.01
C 2.47325 0.66899 -4.85993 -0.02 0.00 -0.02
H -4.54744 0.83748 -4.11507 0.02 0.01 0.00
H -2.89356 0.27863 -4.39761 -0.02 0.02 0.02
H -3.50477 1.70913 -5.22376 0.00 0.00 0.02
H -3.11722 1.54278 -2.16745 0.02 0.00 0.01
H -3.69654 2.93051 -3.04385 0.00 0.00 -0.02
H -1.33315 3.30708 -2.55535 -0.01 -0.02 0.00
H -1.49673 3.02752 -4.30034 -0.02 -0.02 0.03
H 1.06439 2.97132 -2.63442 0.02 -0.02 0.01
H 0.92206 2.82106 -4.39867 -0.01 -0.02 0.01
H 2.35692 0.73443 -2.67505 -0.02 -0.03 -0.01
H 3.18392 2.08285 -3.39855 0.00 0.01 -0.01
H 1.59854 0.05047 -5.08634 0.03 0.02 0.01
H 3.35446 0.02832 -4.86455 -0.01 0.00 0.01
H 2.58340 1.37568 -5.68298 0.00 -0.01 0.01

***

2.
101
Properties=species:S:1:pos:R:3:forces:R:3 method="wB97M-V/def2-TZVPD" total_energy_ha=-2987.58549 charge=+1 homo_energy_ha=-0.4036 largest_force_ev_per_a=4.7
C 0.54928 0.41232 0.01175 0.42 -0.10 -0.86
C 0.37862 1.27711 -1.32837 0.04 1.27 -1.87
C 1.69467 1.69530 -2.05584 -3.09 0.84 -1.35
C 1.65642 2.53737 -3.37074 -3.73 -1.39 2.20
C 0.24091 2.92523 -3.90813 0.96 -1.67 2.62
C -1.07758 2.49489 -3.17824 3.06 -0.78 1.14
C -1.05324 1.66024 -1.86531 3.69 0.97 -1.83
C -2.34114 1.21844 -1.03677 1.27 0.87 -0.98
C -2.95380 -0.20930 -1.42397 -1.80 -0.05 1.66
B -1.98690 -1.46761 -1.77397 2.34 -1.77 -0.53
O -0.73588 -1.38277 -2.51687 -3.22 0.05 0.39
O -2.33559 -2.83432 -1.39974 0.28 2.29 -1.56
C -3.79624 -0.59398 -0.07224 -0.98 -1.47 0.61
C -2.95099 -1.15325 1.19471 -0.50 -0.87 -0.04
P -4.76955 0.85028 0.78784 0.79 0.93 1.26
S -3.82981 1.64297 2.29487 -0.15 0.04 -0.21
C -5.05502 -1.49119 -0.57488 3.47 2.51 -1.96
N -5.12810 -1.20714 -1.88316 -2.35 -1.24 3.46
C -4.13516 -0.27773 -2.55993 0.61 -0.50 -1.05
C -4.67680 1.09947 -3.19846 -1.35 0.33 -0.33
C -6.08566 1.62346 -2.62334 -0.27 0.98 -1.37
C -6.98035 2.18384 -3.86509 0.33 0.32 0.97
Cl -6.17706 3.78892 -4.37832 -0.56 -1.26 0.13
B -3.79626 -1.14934 -3.92981 1.60 -0.88 -2.11
N -2.88300 -0.63730 -5.00822 -0.83 -1.09 3.18
O -4.33001 -2.49353 -4.15899 1.53 1.60 1.27
H 1.64119 0.50378 0.35543 -1.69 -0.05 -0.40
H -0.14667 0.71963 0.86092 0.98 -0.22 -1.16
H 0.38250 -0.70929 -0.21192 0.15 1.73 0.30
H 2.68892 1.34291 -1.59142 -1.75 0.78 -0.85
H 2.62455 2.84403 -3.90813 -1.82 -0.51 0.96
H 0.23402 3.56897 -4.85924 -0.36 -1.16 1.68
H -2.05663 2.85339 -3.63444 1.45 -0.51 0.73
H -3.10957 2.07338 -1.17034 1.08 -1.55 0.34
H -2.01778 1.18657 0.07238 -0.70 0.09 -1.86
H -0.81136 -0.71305 -3.23052 0.53 -0.14 0.91
H -1.95113 -3.43711 -2.08259 0.02 0.60 1.09
H -2.05043 -0.48628 1.45153 -1.77 -0.79 -0.33
H -3.69500 -1.23611 2.07638 1.58 0.30 -1.14
H -2.53824 -2.20540 1.04029 -0.69 1.37 -0.23
H -5.07264 1.91655 -0.12364 -0.37 -1.17 0.02
H -5.97536 0.22378 1.28960 0.38 0.22 -0.98
H -5.73279 -2.16683 0.04557 0.89 0.94 -1.30
H -5.93368 -1.70571 -2.31482 1.05 0.82 -0.63
H -3.92079 1.96736 -3.14670 -0.99 -1.74 0.12
H -4.84182 0.92548 -4.33162 0.35 0.24 1.82
H -6.72326 0.83382 -2.10304 1.04 1.02 -0.43
H -5.86680 2.54896 -1.98155 -0.70 -1.60 -0.59
H -6.97859 1.48185 -4.76413 -0.08 1.04 1.28
H -8.03712 2.48451 -3.53039 1.68 -0.66 -0.59
H -2.24297 0.08589 -4.65021 -0.31 -0.19 -0.78
H -2.38798 -1.43144 -5.43545 -0.30 0.80 -0.18
H -3.59056 -3.10194 -3.90523 -1.11 0.39 -0.49
C -4.83277 -2.94938 6.37802 -0.06 0.18 0.21
C -4.69100 -2.47200 4.94167 0.13 -0.64 0.20
C -5.33326 -3.44872 3.96799 -0.17 0.06 -0.17
O -3.30780 -2.32613 4.62418 0.09 0.26 -0.28
H -4.33534 -3.91421 6.51971 -0.10 -0.01 -0.11
H -4.35737 -2.24465 7.06503 -0.10 -0.01 -0.10
H -5.88419 -3.05479 6.65725 0.09 -0.03 0.01
H -5.15467 -1.48719 4.83421 0.24 0.02 -0.04
H -4.85330 -4.43078 4.02613 -0.06 0.04 0.11
H -5.21387 -3.09877 2.93766 -0.03 0.03 0.04
H -6.39972 -3.56916 4.17512 0.07 -0.04 -0.03
H -2.88768 -3.19202 4.71649 -0.09 0.16 0.06
C 3.31946 3.77274 1.97134 -0.33 -0.02 -0.07
C 4.15655 2.53557 1.68648 0.40 0.66 0.27
C 5.28684 2.38734 2.69182 0.11 -0.31 0.05
O 4.70113 2.62503 0.36985 -0.07 -0.28 -0.31
H 3.92781 4.68010 1.90219 0.06 -0.10 0.11
H 2.51794 3.87238 1.23377 0.03 -0.06 0.07
H 2.87372 3.72685 2.96829 0.04 0.05 -0.06
H 3.51989 1.64618 1.71597 0.10 0.00 -0.21
H 5.96393 3.24675 2.64781 -0.15 0.06 0.04
H 5.88626 1.50059 2.46730 -0.12 0.00 0.06
H 4.90076 2.29971 3.71051 0.08 0.03 -0.05
H 5.26573 3.40896 0.33332 -0.15 -0.11 0.05
C 3.32276 -3.23209 2.09567 -0.15 0.02 0.29
C 3.88462 -1.98088 1.43883 0.25 -0.65 -0.31
C 3.72215 -2.02841 -0.07271 -0.07 0.28 -0.17
O 5.26674 -1.85518 1.76325 0.01 0.28 0.12
H 3.84915 -4.12618 1.74666 -0.06 0.08 -0.12
H 3.45655 -3.18945 3.17985 -0.05 0.06 -0.10
H 2.25726 -3.34763 1.87886 0.05 -0.04 0.01
H 3.37584 -1.09739 1.83573 0.22 0.02 0.06
H 4.26224 -2.88050 -0.49767 -0.10 -0.04 0.10
H 4.14053 -1.12836 -0.53228 -0.07 -0.02 0.08
H 2.66842 -2.10780 -0.35430 0.05 -0.03 -0.04
H 5.72628 -2.63191 1.41675 -0.09 0.14 0.07
C 9.48846 1.11286 -0.95177 0.24 0.11 -0.17
C 9.54929 1.01218 0.56436 -0.62 -0.16 -0.30
C 8.79404 -0.20782 1.06883 0.06 -0.14 0.23
O 8.98742 2.18920 1.14076 0.14 0.22 0.17
H 8.45360 1.21394 -1.29507 -0.01 -0.13 0.09
H 10.02508 1.99978 -1.29939 0.02 -0.11 0.06
H 9.92811 0.23053 -1.42414 -0.05 0.06 -0.01
H 10.59247 0.95822 0.88741 -0.12 0.20 0.08
H 7.73503 -0.15250 0.79530 0.06 0.01 -0.11
H 8.83628 -0.26129 2.16003 0.07 0.00 -0.10
H 9.21303 -1.12977 0.65685 -0.05 0.04 0.02
H 8.06376 2.24600 0.86064 0.17 -0.10 0.04